one:
A 2-piece molecular cluster, C6H16 overall, computed with ωB97M-V/def2-TZVPD.

Geometry as XYZ:
```
22
Properties=species:S:1:pos:R:3:lowdin_charge:R:1
C 2.05889 2.97193 -0.43408 -0.17
H 0.38533 -0.48164 0.51382 0.11
H -0.94235 -3.17125 1.06428 0.08
H -1.70075 -0.22109 1.86853 0.07
H 0.22115 2.94595 -1.58168 0.06
H 0.80149 -2.84709 0.98095 0.07
C -1.72943 -0.48278 0.81033 -0.09
H 0.76642 1.34480 -1.08160 0.04
H -1.89526 0.44205 0.25178 0.07
H -0.16839 -2.16709 2.28339 0.07
H -0.59309 -0.62998 -1.72231 0.07
C -0.50179 -1.53458 -1.11155 -0.09
H 1.98502 4.03926 -0.21973 0.06
H -2.59255 -1.12680 0.64368 0.08
C -0.44738 -1.17810 0.37300 -0.51
C -0.17071 -2.41554 1.22183 -0.09
H 2.73793 2.87036 -1.28009 0.06
H -1.37752 -2.14774 -1.32578 0.08
H 0.02120 2.44211 0.09272 0.06
H 2.50145 2.46315 0.42299 0.06
C 0.68478 2.38622 -0.77125 -0.17
H 0.38837 -2.08381 -1.42005 0.08
```

The LUMO energy is 1.09 eV. Its orbital gap is 12.4 eV. The charge is 0. As for the SMILES: CC(C)C.CC. As for the multiplicity: 1.

---

two:
A 2-piece molecular cluster, C6H16 overall, computed with ωB97M-V/def2-TZVPD.

Geometry as XYZ:
```
22
Properties=species:S:1:pos:R:3:lowdin_charge:R:1
H 2.43396 0.82820 -0.86894 0.02
H 0.92367 -0.71326 -0.21613 0.07
H -0.42071 0.47500 -0.30798 0.06
C -1.95275 -1.06775 -1.47615 -0.08
C -1.12467 -1.55949 -0.27716 -0.42
H -1.50772 -0.35536 -2.11505 0.05
H -2.92384 -1.15894 0.93174 0.06
H 0.90056 2.59340 -0.03504 0.04
H 2.19067 3.61464 0.41227 0.04
H -2.06016 -2.02936 -2.01341 0.08
H 0.08208 -0.54883 1.24480 0.06
C -0.08116 -0.43579 0.18215 -0.08
H -2.99133 -0.74317 -1.25606 0.08
H 1.69055 2.27568 1.60053 0.04
C 1.80721 2.61582 0.58291 -0.13
H -1.65132 -1.44432 1.93277 0.05
H -0.54368 -2.48177 -0.23279 0.12
H -2.34882 -2.80868 1.06332 0.08
C -2.01428 -1.74440 0.97288 -0.12
H 3.50626 2.20810 -0.68989 0.03
C 2.83703 1.54886 -0.16995 -0.14
H 3.24845 0.93141 0.73518 0.09
```

The LUMO energy is 1.11 eV. Its orbital gap is 11.7 eV. The charge is 0. As for the SMILES: CC(C)C.CC. As for the multiplicity: 1.

---

three:
A 2-piece molecular cluster, C6H16 overall, computed with ωB97M-V/def2-TZVPD.

Geometry as XYZ:
```
22
Properties=species:S:1:pos:R:3:lowdin_charge:R:1
H -1.77471 -2.53350 -1.45037 0.09
H 0.05448 1.58601 2.46556 0.06
C -1.36329 -1.83493 -0.72938 -0.32
H -0.27298 -0.73109 -2.22814 0.08
C -0.90750 -0.54308 -1.36057 -0.11
C 1.92841 1.24548 -0.00930 -0.13
H 1.62156 0.20361 0.11885 0.05
C 0.83412 2.19935 0.47807 -0.32
H -0.66070 -3.37814 0.82129 0.06
H -1.85496 -0.13873 -1.74655 0.08
H -0.42293 0.16961 -0.70685 0.01
C -0.28504 1.66063 1.44102 -0.09
H -0.64134 0.72553 0.94342 0.05
H -2.20717 -1.78381 -0.03844 0.10
H 1.39419 3.02711 0.95650 0.09
H 0.44892 -3.12188 -0.48536 0.07
H 0.37322 2.74596 -0.33447 0.08
H 0.17698 -1.92919 0.82502 0.05
H 2.21183 1.20717 -1.06709 0.08
H 2.73480 1.41589 0.69062 0.06
C -0.32002 -2.60569 0.11938 -0.13
H -1.06787 2.41369 1.29677 0.07
```

The LUMO energy is 1.16 eV. Its orbital gap is 12.3 eV. The charge is 0. As for the SMILES: CCC.CCC. As for the multiplicity: 1.

---

four:
A 2-piece molecular cluster, C6H16 overall, computed with ωB97M-V/def2-TZVPD.

Geometry as XYZ:
```
22
Properties=species:S:1:pos:R:3:lowdin_charge:R:1
C -0.59525 0.78980 1.63926 -0.31
H 0.24012 -0.60194 -0.53577 0.07
H -1.00625 0.61617 3.71344 0.05
H 1.03328 2.27570 1.27018 0.11
H -1.12942 -1.14053 -3.32866 0.09
H 0.43996 0.23299 -2.07018 0.08
H 0.49755 1.41486 3.36749 0.05
H 2.33330 -1.31836 -1.43123 0.06
H -0.52561 3.10880 1.47828 0.07
H -1.70833 0.89125 1.60147 0.11
C -1.01924 -1.25255 -2.21204 -0.12
H -1.71764 -0.78075 -1.54480 0.05
C -0.11515 2.16785 1.02078 -0.12
H -0.32085 0.01468 0.96102 0.04
C -0.16659 0.63660 3.06311 -0.13
H 1.24970 -2.61484 -1.66480 -0.01
C 1.49149 -1.72601 -1.95611 -0.08
H 1.72438 -1.63024 -3.02707 0.08
C 0.31441 -0.73513 -1.63624 -0.30
H 0.41514 -0.30132 3.29785 0.09
H -0.92049 -2.37792 -2.06529 0.08
H -0.51451 2.33088 0.05930 0.03
```

The LUMO energy is 1.09 eV. Its orbital gap is 12.0 eV. The charge is 0. As for the SMILES: CCC.CCC. As for the multiplicity: 1.

---

Most stable one: one, least stable one: two.

---

one:
A 2-piece molecular cluster, C6H16 overall, computed with ωB97M-V/def2-TZVPD.

Geometry as XYZ:
```
22
Properties=species:S:1:pos:R:3:lowdin_charge:R:1
H 2.63845 -2.48203 2.84565 0.07
H 0.84763 0.00887 -1.10779 0.08
H 2.09069 0.27225 3.52202 0.08
C 1.56056 -0.66621 3.26792 -0.18
H -2.07610 1.41512 -3.35973 0.07
H -1.90518 -0.25944 -3.15870 0.07
H 1.23334 -1.27550 4.13162 0.07
H 2.06246 -1.64573 1.39144 0.06
C 2.45030 -1.48288 2.40238 -0.20
H -0.44273 0.68636 -3.45864 0.05
H -2.26058 0.11189 0.43555 0.06
H -1.60630 1.88328 -1.19021 0.12
C -1.37759 0.68484 -2.93202 -0.07
H 0.55595 1.42673 -0.13115 0.07
C -1.19840 0.88830 -1.37715 -0.46
C -1.99387 -0.14461 -0.58300 -0.09
H 0.62669 -0.46595 2.78440 0.04
C 0.27479 0.93551 -1.06290 -0.11
H -2.91092 -0.50190 -1.06612 0.07
H -1.36665 -1.05316 -0.48548 0.08
H 0.77996 1.52665 -1.83680 0.07
H 3.48415 -1.12630 2.38655 0.06
```

The LUMO energy is 1.06 eV. Its orbital gap is 12.2 eV. The charge is 0. As for the SMILES: CC(C)C.CC. As for the multiplicity: 1.

---

two:
A 2-piece molecular cluster, C6H16 overall, computed with ωB97M-V/def2-TZVPD.

Geometry as XYZ:
```
22
Properties=species:S:1:pos:R:3:lowdin_charge:R:1
H -1.01039 -3.39118 1.73991 0.11
H 0.38961 2.45494 0.00291 0.06
H 0.48933 -3.11892 2.39517 0.05
C -0.44773 -1.52951 -0.49988 -0.11
H -0.09448 2.09103 -2.53736 0.07
H 1.08072 0.25187 0.49208 0.07
H -1.60589 2.13436 -1.57413 0.06
H -1.43996 -1.97251 -0.88884 0.10
C 0.06673 3.32572 -0.64219 -0.14
H 1.29616 -0.36024 2.06942 0.04
C 1.13828 -0.66772 1.10789 -0.10
C 0.04299 -3.05288 1.43252 -0.07
H -0.90189 3.49432 -2.53670 0.04
H 0.83921 3.92329 -1.02776 0.04
H -0.59051 -0.53169 -0.83603 0.03
H -0.62523 3.81864 -0.01669 0.04
H 2.07684 -1.20617 0.81562 0.10
H -0.82828 -1.11755 1.67166 0.13
C -0.72227 2.71438 -1.83626 -0.17
C -0.06393 -1.55048 0.99026 -0.47
H 0.31309 -2.11642 -1.07140 0.09
H 0.59761 -3.59328 0.74979 0.04
```

The LUMO energy is 1.08 eV. Its orbital gap is 12.1 eV. The charge is 0. As for the SMILES: CC(C)C.CC. As for the multiplicity: 1.

---

three:
A 2-piece molecular cluster, C6H16 overall, computed with ωB97M-V/def2-TZVPD.

Geometry as XYZ:
```
22
Properties=species:S:1:pos:R:3:lowdin_charge:R:1
H 0.31113 0.86486 0.02053 0.10
C -1.01524 2.52798 0.13826 -0.12
C -0.32053 1.50008 -0.76502 -0.30
H -0.76181 -3.27633 0.29011 0.14
H 1.41278 -2.77969 -0.52904 0.01
H -2.11157 2.30195 0.18820 0.08
H 1.67223 1.79533 -0.88402 0.02
H -1.21194 -1.48964 0.04853 0.07
H 1.14663 1.32539 -2.44184 0.08
H 1.33642 -1.00778 -0.00809 0.07
H 0.82027 3.01945 -1.84973 0.08
C -0.20832 -1.89634 1.92415 -0.15
C 0.86461 -1.94269 -0.45443 -0.11
H -1.17011 -1.90690 2.36153 0.03
H -0.95352 3.52456 -0.17991 0.04
H -0.99787 0.80305 -1.17069 0.07
C 0.92621 1.95350 -1.55061 -0.11
H 0.29072 -2.80653 2.54595 0.11
H -0.68096 2.36452 1.19936 0.08
H 0.63604 -1.71323 -1.51468 0.07
C -0.42777 -2.12355 0.42573 -0.31
H 0.44262 -1.03799 2.20572 0.07
```

The LUMO energy is 1.07 eV. Its orbital gap is 11.6 eV. The charge is 0. As for the SMILES: CCC.CCC. As for the multiplicity: 1.

---

Most stable one: one, least stable one: three.

---

one:
C2H2O2 as an isolated structure, computed with ωB97M-V/def2-TZVPD.

Geometry as XYZ:
```
6
Properties=species:S:1:pos:R:3:lowdin_charge:R:1
H -2.11942 -1.09862 0.19135 0.05
H 2.52667 -0.00968 -0.25682 0.03
O 1.57793 -0.18735 -0.35124 -0.10
O 0.47771 0.81810 0.52333 0.06
C -0.61265 0.55293 0.33365 -0.21
C -1.85024 -0.07538 -0.44027 0.17
```

The LUMO energy (alpha / beta) is -2.42 / -2.42 eV. Its orbital gap (alpha / beta) is 7.1 / 7.1 eV. The charge is 0. As for the multiplicity: 1.

---

two:
A 2-piece molecular cluster, C2H2O2 overall, computed with ωB97M-V/def2-TZVPD.

Geometry as XYZ:
```
6
Properties=species:S:1:pos:R:3:lowdin_charge:R:1
H -1.28965 0.69023 0.36756 0.05
O -1.95891 -1.01580 1.22925 -0.04
O 2.21928 0.61774 -0.20666 0.10
H 0.80488 -0.11318 -1.52354 0.05
C 1.27383 0.14757 -0.62698 -0.09
C -1.04943 -0.32655 0.76036 -0.06
```

The LUMO energy (alpha / beta) is -0.19 / 0.55 eV. Its orbital gap (alpha / beta) is 7.5 / 9.2 eV. The charge is 0. As for the multiplicity: 1.

---

Most stable one: two, least stable one: one.

---

one:
A 2-piece molecular cluster, CH4O2P2 overall, computed with ωB97M-V/def2-TZVPD.

Geometry as XYZ:
```
9
Properties=species:S:1:pos:R:3:lowdin_charge:R:1
O 1.27920 -2.18092 1.33678 -0.45
P 0.57717 1.03976 0.25465 0.76
O 0.15606 0.07289 1.44115 -0.81
P 0.54251 -1.36231 2.25798 0.84
C -0.26868 0.18858 -1.15345 -0.41
H -1.02704 -0.51094 -0.68706 0.06
H 0.43453 -0.51157 -1.44412 -0.03
H -0.59665 0.87531 -1.93680 0.02
H -1.09710 2.38920 -0.06914 0.01
```

The LUMO energy (alpha / beta) is -0.78 / -0.78 eV. Its orbital gap (alpha / beta) is 8.0 / 8.0 eV. The charge is 0. As for the multiplicity: 1.

---

two:
CH4O2P2 as an isolated structure, computed with ωB97M-V/def2-TZVPD.

Geometry as XYZ:
```
9
Properties=species:S:1:pos:R:3:lowdin_charge:R:1
O -0.41388 0.42172 4.91663 -0.48
H 1.20765 1.65473 0.08515 0.06
C 0.73810 0.68090 0.43626 -0.42
H 0.86399 0.05357 -0.48034 0.05
P -0.51955 1.16987 3.66504 0.65
H -1.10645 -0.56946 0.47800 -0.11
P -1.03476 0.74717 0.50350 0.93
H 1.00801 0.30710 1.39741 0.00
O -1.09792 0.10280 2.57713 -0.67
```

The LUMO energy is -1.03 eV. Its orbital gap is 8.9 eV. The charge is 0. As for the multiplicity: 1.

---

three:
One molecule with the formula CH4O2P2, computed with ωB97M-V/def2-TZVPD.

Geometry as XYZ:
```
9
Properties=species:S:1:pos:R:3:lowdin_charge:R:1
P -0.55931 0.68456 -0.16280 0.63
H -0.29094 1.86281 -1.06345 -0.03
O 2.64710 0.75040 0.21045 -0.33
C -1.25935 -0.79774 0.32081 -0.35
H -2.36478 -0.93615 0.30852 0.01
P 1.45493 -0.06716 -0.11135 0.49
H -0.69407 -1.61756 0.00069 -0.06
O 1.39470 -1.47382 -0.43599 -0.33
H -0.32828 1.59466 0.93311 -0.02
```

The LUMO energy is -0.48 eV. Its orbital gap is 8.4 eV. The charge is 0. As for the SMILES: C=[PH2]P(=O)=O. As for the multiplicity: 1.

---

Most stable one: two, least stable one: three.

---

one:
One molecule with the formula C5H13NO2, computed with ωB97M-V/def2-TZVPD.

Geometry as XYZ:
```
21
Properties=species:S:1:pos:R:3:lowdin_charge:R:1
H -0.72528 0.38203 2.57032 0.06
H -2.94822 -0.89907 1.41368 0.11
H 1.08909 0.70501 -1.88022 0.09
H -1.70188 0.84609 0.12610 0.12
C 0.25466 0.04005 -1.73637 -0.18
N 0.95561 0.39617 0.69943 -0.08
H 2.80610 0.37648 -0.29375 0.08
C 2.14866 1.05173 0.25015 -0.16
C -1.41270 -0.19252 0.13020 -0.15
H -1.45202 -1.82547 1.51711 0.11
C 0.07158 -0.33229 -0.25976 -0.31
H 0.32678 -1.37562 -0.10804 0.14
H 2.71685 1.40536 1.10652 0.08
O -1.52864 -0.15530 2.65600 -0.07
H 2.05660 1.91405 -0.42842 0.07
H 0.79356 -0.91746 -3.34911 0.08
H -0.71284 0.39055 -2.10385 0.12
C -1.86134 -0.82510 1.44785 -0.25
H 0.45843 0.99847 1.33789 0.08
O 0.55790 -1.20177 -2.45687 -0.08
H -1.89291 -0.78139 -0.63885 0.12
```

The LUMO energy is 0.85 eV. Its orbital gap is 9.7 eV. The charge is 0. As for the SMILES: CN[C@H](CO)CCO. As for the multiplicity: 1.

---

two:
A 2-piece molecular cluster, C5H13NO2 overall, computed with ωB97M-V/def2-TZVPD.

Geometry as XYZ:
```
21
Properties=species:S:1:pos:R:3:lowdin_charge:R:1
H -4.52803 0.47148 -0.75729 0.06
C 0.60179 1.27784 -0.20842 -0.16
O 5.88435 -1.99853 0.84271 -0.06
H -1.35927 -0.72270 -1.19295 0.11
H 6.64801 -1.80553 1.39594 0.03
H 2.28831 0.24984 0.85958 0.13
O 2.90315 1.17573 -0.81627 0.05
H 0.53922 2.28218 0.20264 0.12
C 2.03926 0.86207 -0.04097 -0.27
H 6.23132 -1.89909 -0.05213 0.03
H -0.82372 0.87610 1.36796 0.11
H -3.11096 0.25746 1.08932 0.11
N -4.07335 -0.41134 -0.60697 -0.02
H -0.00604 -0.54866 0.80771 0.11
H -1.90014 0.90286 -1.08299 0.11
H 0.40655 1.37236 -1.27503 0.11
C -2.89704 -0.40131 0.23858 -0.31
H -2.78408 -1.40021 0.66571 0.11
C -0.46160 0.38707 0.46309 -0.21
H -3.98150 -0.96765 -1.43862 0.06
C -1.61622 0.04002 -0.46160 -0.23
```

The LUMO energy is 0.98 eV. Its orbital gap is 10.0 eV. The charge is 0. As for the SMILES: NCCCCC=O.O. As for the multiplicity: 1.

---

three:
One molecule with the formula C5H13NO2, computed with ωB97M-V/def2-TZVPD.

Geometry as XYZ:
```
21
Properties=species:S:1:pos:R:3:lowdin_charge:R:1
C -0.20614 1.46083 0.32701 -0.19
H -0.30051 2.44305 0.81306 0.12
H 1.25158 1.16818 1.86489 0.13
H 0.29452 1.62837 -0.63128 0.11
H -2.84694 1.69904 1.38794 0.09
O -1.46586 0.90608 0.01832 -0.19
O 1.73813 -0.09023 0.37251 -0.15
H 0.84529 -1.92853 0.70156 0.12
C 0.40074 -1.33187 -1.30892 -0.26
H -1.74919 0.45926 2.05896 0.08
C 0.72691 0.52567 1.14505 -0.18
C -2.28172 0.78533 1.15726 -0.12
H 0.16867 -0.22289 1.72078 0.11
H 1.47658 0.28559 -1.98801 0.06
H 0.85078 -0.66614 -3.20332 0.06
H 0.40667 -2.34391 -1.73915 0.11
H -0.61935 -1.18725 -0.92450 0.09
C 1.35586 -1.36181 -0.09727 -0.22
H -3.01856 0.00567 0.93005 0.09
N 0.71213 -0.29781 -2.28111 0.02
H 2.26041 -1.93661 -0.32382 0.12
```

The LUMO energy is 1.06 eV. Its orbital gap is 9.9 eV. The charge is 0. As for the SMILES: COCCOCCN. As for the multiplicity: 1.

---

Most stable one: two, least stable one: three.

---

one:
C5H13NO2 as an isolated structure, computed with ωB97M-V/def2-TZVPD.

Geometry as XYZ:
```
21
Properties=species:S:1:pos:R:3:lowdin_charge:R:1
N -1.01906 0.00793 -1.42487 -0.03
H 0.52729 0.71924 3.93416 0.00
H -0.25852 0.63496 3.99285 0.01
H -0.49217 -0.85933 -1.30399 0.07
H -0.51896 0.97780 0.35565 0.18
O -2.54738 -0.18991 0.43093 -0.28
H 3.84844 -0.93654 -0.37338 0.07
C -0.27199 1.03000 -0.72810 -0.22
C -2.42564 -0.17807 -1.11843 -0.22
C 3.12905 -0.22659 -0.09178 0.12
H 1.50282 2.14360 -0.21242 0.14
H 1.27386 -0.90517 -0.93985 0.10
O -0.65077 -1.77962 0.43996 -0.28
H -2.63205 -1.18874 -1.48313 0.11
H -0.45330 -2.36277 1.13994 -0.05
H -3.23801 0.42585 -1.43108 0.09
C 1.89403 -0.11437 -0.51783 -0.15
C 1.23129 1.16447 -0.65832 0.13
H -0.70801 1.96561 -0.84732 0.11
H 3.49020 0.73585 0.25351 0.08
H -1.68115 -1.06418 0.58349 0.02
```

The LUMO energy is -3.05 eV. Its orbital gap is 5.1 eV. The charge is 0. As for the multiplicity: 1.

---

two:
A 2-piece molecular cluster, C5H13NO2 overall, computed with ωB97M-V/def2-TZVPD.

Geometry as XYZ:
```
21
Properties=species:S:1:pos:R:3:lowdin_charge:R:1
H -1.12275 1.88702 -1.31796 0.06
C 1.78012 0.38188 2.27571 -0.42
O 2.20490 0.89849 1.28811 0.07
H 1.16880 0.88731 3.04065 0.15
H -1.02310 1.44247 1.22846 0.07
O 1.96636 -0.88204 2.62473 0.08
C -0.10880 0.04375 -0.83338 -0.45
H -0.42046 -1.70815 -2.06325 0.08
H -1.90526 -0.95738 -0.17085 0.12
H -0.03581 1.29759 -2.58732 0.07
H 2.50696 -1.34633 1.96226 0.13
C 0.39634 -1.21057 -1.54282 -0.08
C -0.75770 1.00017 -1.82940 -0.08
H -2.35785 0.55448 1.59858 0.07
C -1.10157 -0.34794 0.26751 -0.29
H 0.73977 0.55768 -0.37487 0.10
N -1.73556 0.82277 0.84452 -0.01
H -0.57847 -0.97026 1.01299 0.10
H 0.82537 -1.91411 -0.83009 0.07
H 1.16139 -0.95118 -2.27122 0.08
H -1.60267 0.51434 -2.32236 0.08
```

The LUMO energy is 0.69 eV. Its orbital gap is 9.9 eV. The charge is 0. As for the SMILES: CC(C)CN.O=CO. As for the multiplicity: 1.

---

Most stable one: two, least stable one: one.